Entry 1:
The following is a DFT calculation (ωB97M-V with the def2-TZVPD basis set) of 2 unconnected molecules or ions with the total composition C6H15N2O in a non-equilibrium geometry.

Calculated values
LUMO level: -2.991 eV
HOMO level: -13.6 eV
energy relative to the best compared isomer or geometry (same formula, charge and spin): 1.703 eV
gap between HOMO and LUMO: 10.6 eV
largest force on an atom: 3.10 eV/Å
total charge: +1

Last column: natural (NBO) charge in e.
Positions of all 24 atoms, in Å:
C -4.748 1.347 -2.319  0.081
C 1.168 -1.871 1.291  -0.625
C 2.260 -0.791 -0.669  -0.643
C 2.339 0.314 1.649  -0.639
C -2.622 1.119 -1.023  0.517
C 1.582 -0.560 0.659  0.136
N -3.604 1.206 -1.876  -0.402
N 0.338 0.295 0.414  -0.745
O -2.145 0.044 -0.672  -0.654
H -5.729 1.475 -1.728  0.194
H -5.016 1.243 -3.409  0.201
H 0.723 -2.583 0.707  0.233
H 1.946 -2.436 1.710  0.245
H 0.402 -1.659 1.980  0.209
H 2.343 0.126 -1.201  0.212
H 2.030 -1.628 -1.284  0.248
H 3.295 -1.034 -0.423  0.244
H 3.350 0.118 1.630  0.244
H 2.121 1.464 1.637  0.214
H 2.160 0.078 2.639  0.236
H -2.272 2.098 -0.737  0.145
H -0.103 0.506 1.359  0.434
H 0.716 1.145 -0.038  0.422
H -0.536 -0.017 -0.297  0.494


Entry 2:
The following is a DFT calculation (ωB97M-V with the def2-TZVPD basis set) of a gas-phase ion, C6H15N2O3 (charge +1) in a non-equilibrium geometry.

Calculated values
LUMO level: -4.687 eV
HOMO level: -13.1 eV
energy relative to the best compared isomer or geometry (same formula, charge and spin): 0.254 eV
gap between HOMO and LUMO: 8.4 eV
structure (SMILES): C[C@H](OCO)[C@H](O)[C@H](N)C=[NH2+]
largest force on an atom: 6.91 eV/Å
total charge: +1

Last column: natural (NBO) charge in e.
Positions of all 26 atoms, in Å:
C 1.427 0.936 1.456  0.318
C 0.751 -0.415 1.265  -0.160
C 0.920 -0.681 -0.453  0.165
C -0.451 -0.518 -1.082  0.031
C -2.355 0.996 -0.648  0.232
C -0.327 -0.869 -2.556  -0.618
N 2.689 1.227 1.488  -0.635
N -0.472 -0.620 1.822  -0.820
O -0.971 0.788 -0.944  -0.571
O 1.459 -1.859 -0.618  -0.659
O -2.560 1.234 0.672  -0.706
H 0.786 1.737 1.720  0.207
H 1.433 -1.236 1.560  0.239
H 1.781 -0.028 -0.868  0.193
H -1.169 -1.202 -0.690  0.190
H -2.853 0.051 -0.765  0.160
H -1.381 -0.686 -3.005  0.234
H -0.093 -1.951 -2.604  0.227
H 0.558 -0.226 -2.947  0.221
H 3.377 0.519 1.622  0.425
H 3.047 2.115 1.804  0.434
H -2.793 1.767 -1.257  0.175
H -1.109 0.196 1.568  0.398
H -0.416 -0.826 2.716  0.375
H 0.792 -2.480 -0.227  0.474
H -2.070 2.033 0.970  0.472


Entry 3:
The following is a DFT calculation (ωB97M-V with the def2-TZVPD basis set) of a molecular structure, C6H15N3 in a non-equilibrium geometry.

Calculated values
LUMO level: 0.875 eV
HOMO level: -7.1 eV
energy relative to the best compared isomer or geometry (same formula, charge and spin): 3.169 eV
gap between HOMO and LUMO: 8.0 eV
largest force on an atom: 3.09 eV/Å
total charge: 0

Last column: natural (NBO) charge in e.
Positions of all 24 atoms, in Å:
C -1.420 -1.521 0.209  -0.613
C -1.587 0.851 -0.579  -0.636
C 0.444 1.657 1.490  -0.643
C -0.697 -0.195 0.064  -0.156
C 0.080 0.201 1.255  0.020
H -0.239 -0.272 2.186  0.205
H -1.734 -1.890 -0.771  0.223
H -2.311 -1.430 0.839  0.196
H -0.772 -2.279 0.647  0.224
H -2.493 1.013 0.016  0.212
H -1.124 1.834 -0.676  0.200
H -1.884 0.534 -1.583  0.222
H 0.979 2.080 0.640  0.223
H 1.113 1.753 2.345  0.220
H -0.446 2.260 1.677  0.228
C 0.890 -0.582 -0.864  0.582
N 1.163 0.506 -1.720  -0.884
N 1.513 -0.585 0.868  -0.763
N 1.161 -1.796 -1.201  -0.964
H 0.423 1.178 -1.850  0.373
H 1.508 0.233 -2.629  0.373
H 1.778 -1.566 0.835  0.437
H 2.379 -0.063 1.005  0.383
H 1.277 -1.922 -2.204  0.339


Entry 4:
The following is a DFT calculation (ωB97M-V with the def2-TZVPD basis set) of a gas-phase ion, C6H15N3P (charge +1) in a non-equilibrium geometry.

Calculated values
LUMO level (spin up / spin down): -6.166 / -7.452 eV
multiplicity: 3
HOMO level (spin up / spin down): -12.8 / -13.9 eV
energy relative to the best compared isomer or geometry (same formula, charge and spin): 0.975 eV
gap between HOMO and LUMO (spin up / spin down): 6.7 / 6.4 eV
largest force on an atom: 8.34 eV/Å
total charge: +1

Last column: natural (NBO) charge in e.
Positions of all 25 atoms, in Å:
C -3.542 0.391 -1.333  -0.602
C -2.717 0.668 -0.061  -0.406
C -1.296 -0.003 -0.211  -0.401
C -0.227 0.523 0.844  -0.432
C 0.617 -0.655 1.246  -0.425
C 1.308 -1.324 0.046  -0.302
N 2.319 -0.485 -0.618  -0.462
N 4.652 0.432 -0.397  -0.506
N 4.019 -0.536 0.319  -0.275
P 3.044 0.757 0.153  1.401
H -3.266 1.074 -2.132  0.211
H -3.304 -0.690 -1.648  0.196
H -4.636 0.447 -1.085  0.226
H -3.308 0.311 0.816  0.216
H -2.547 1.703 -0.090  0.200
H -0.858 0.102 -1.269  0.202
H -1.524 -1.152 -0.118  0.202
H 0.276 1.348 0.408  0.185
H -0.727 0.780 1.759  0.234
H -0.092 -1.524 1.684  0.259
H 1.267 -0.269 2.017  0.204
H 0.710 -1.665 -0.805  0.277
H 1.997 -2.056 0.530  0.264
H 5.015 0.354 -1.372  0.462
H 2.820 1.469 1.315  0.072